Computed, not measured: C12H15F4N2NiSbSe4 as an isolated structure at a distorted geometry, with ωB97M-V with the def2-TZVPD basis set.

The geometry in XYZ format:
```
39
Properties=species:S:1:pos:R:3:forces:R:3:lowdin_spin:R:1
H -2.519597 -2.045250 -1.889864 -0.10 0.00 0.01 0.00
H -0.110734 -2.590273 -2.499817 -0.01 0.06 0.09 0.00
Se -5.301863 -1.538248 -0.099986 0.08 0.18 -0.90 0.18
F -0.254121 0.222305 3.076320 -0.39 -0.13 0.13 0.00
H -0.204567 -1.425378 -3.819107 -0.05 0.03 -0.04 0.00
H 1.708169 -0.290741 -2.554224 -0.09 0.25 0.07 0.00
Se 1.045162 -2.773948 1.212569 2.86 -4.18 2.69 0.40
F 0.907774 1.093833 5.356716 -0.12 -0.07 0.04 0.00
C 1.470906 1.352329 4.162311 0.21 0.18 -0.24 0.00
H -1.913161 0.757490 -0.274982 0.08 0.02 0.11 0.00
H -2.654779 -1.164964 -3.416135 -0.07 -0.02 -0.01 0.00
C 2.657751 1.853681 1.730545 -0.15 0.04 0.24 0.01
H -2.290480 -2.903935 -3.410707 -0.03 0.05 -0.10 0.00
C 3.223838 2.303074 2.904661 -0.01 -0.02 0.05 0.00
C -0.619946 -1.677333 -2.824464 -0.04 -0.24 0.19 0.00
N -0.278907 -0.632346 -1.873352 0.05 0.74 -0.09 0.02
C 1.672643 0.370155 -0.531357 2.00 2.34 -1.22 0.00
C 1.455998 1.109298 1.721362 0.03 -0.26 -0.10 0.01
Ni 0.392554 -1.176132 0.175499 5.80 4.86 -3.35 0.71
H 1.544069 -1.596224 -1.476030 -0.32 -0.09 -0.01 0.00
C -0.887635 0.683515 -2.164294 0.12 -0.13 -0.02 0.00
H -1.149544 0.709681 -3.231788 0.05 0.06 -0.03 0.00
H 2.670399 -0.030485 -0.281872 -0.07 0.08 -0.04 0.00
H -2.304272 2.098676 -1.335793 -0.02 0.00 -0.15 0.00
H -3.006620 0.489260 -1.609759 0.00 -0.04 -0.04 0.00
F 3.271233 2.201653 0.570028 0.09 0.11 0.00 0.00
H -0.121364 1.445970 -2.010308 -0.01 -0.02 0.02 0.00
C 1.150754 -0.583197 -1.631018 1.24 0.31 -2.37 0.00
C -2.116156 -1.957482 -2.896614 0.24 0.09 0.04 0.00
F 4.370837 3.024303 2.838755 0.07 0.01 -0.07 0.00
C 0.872233 0.914487 3.009955 0.33 0.02 -0.36 0.01
Se -4.470729 -1.565859 3.452849 0.27 0.04 0.79 0.12
H 1.870081 1.324893 -1.058668 0.00 -0.17 0.08 0.00
H 3.144242 2.394579 5.045186 -0.03 0.02 0.00 0.00
Se -1.186008 -1.875198 0.813997 -8.83 -4.09 3.25 0.28
Sb -3.466709 -2.187572 1.361160 -3.32 -0.81 1.03 0.17
C 2.668280 2.056868 4.137116 0.06 0.07 0.20 0.01
C -2.106371 1.024537 -1.310314 0.07 -0.13 0.07 0.00
N 0.866636 0.583989 0.631434 -0.03 0.80 0.01 0.06
```
Forces are in eV/Å.

The HOMO energy (alpha / beta) comes out at -0.01314 / -0.03028 Eh. As for the LUMO energy (alpha / beta): 4.570 / 4.400 eV. As for the relative energy (zero: lowest compared OMol25 entry of this formula, charge and spin): 174.7 kcal per mole. Its total charge is -2. The strongest force on any atom is 10.3 eV Å⁻¹. The multiplicity is 3. The total energy is -335499.08646 eV.